Computed, not measured: a molecular structure, C37H41Cl2CrN2P2SSi2, with ωB97M-V/def2-TZVPD.

Output
**⟨S²⟩**: 3.82
**Energy relative to the best compared isomer or geometry (same formula, charge and spin)**: 0.0 kcal/mol
**LUMO (spin up / spin down)**: 0.2 / 0.6 eV
**Multiplicity**: 4
**HOMO level (spin up / spin down)**: -0.2778 / -0.2836 Ha
**Calculated total energy**: -5168.9476 Eh

The geometry in XYZ format:
```
88
C37H41Cl2CrN2P2SSi2 ωB97M-V/def2-TZVPD
Cr 1.09 -1.05 -0.35
C -1.70 -4.54 -1.19
Si -0.37 -3.63 -0.25
C 0.27 -2.84 -3.21
C 0.29 -4.76 1.06
N -0.63 -2.05 0.33
P -1.62 -0.87 -0.22
C -0.58 0.17 -1.04
P 0.16 1.45 -0.23
N 1.27 0.71 0.70
Si 2.56 1.34 1.70
C 4.12 1.66 0.71
C 2.11 2.95 2.58
C 2.93 0.19 3.11
C 0.88 2.57 -1.47
C 0.68 2.32 -2.82
C 1.26 3.13 -3.79
C 2.05 4.21 -3.41
C 2.24 4.48 -2.06
C 1.66 3.67 -1.10
C -0.88 2.57 0.75
C -1.02 2.39 2.13
C -1.85 3.22 2.87
C -2.56 4.22 2.24
C -2.46 4.40 0.86
C -1.62 3.57 0.12
C -2.94 -1.51 -1.28
C -3.97 -2.29 -0.75
C -4.96 -2.81 -1.57
C -4.94 -2.53 -2.93
C -3.95 -1.72 -3.46
C -2.96 -1.20 -2.64
C -2.60 -0.25 1.17
C -3.64 0.65 0.95
C -4.40 1.10 2.01
C -4.14 0.65 3.30
C -3.11 -0.25 3.53
C -2.33 -0.70 2.47
H -1.22 -5.46 -1.54
H -2.11 -4.01 -2.05
H -2.52 -4.82 -0.53
H 0.98 -2.50 -3.96
H -0.45 -2.05 -3.02
H -0.23 -3.74 -3.57
H 1.03 -5.47 0.67
H -0.55 -5.35 1.46
H 0.74 -4.20 1.87
H 3.90 1.99 -0.31
H 4.74 0.76 0.65
H 4.72 2.44 1.19
H 1.65 3.74 1.99
H 3.04 3.34 3.00
H 1.44 2.75 3.42
H 3.41 -0.74 2.82
H 2.02 -0.06 3.67
H 3.60 0.71 3.80
H 0.07 1.47 -3.10
H 1.10 2.92 -4.84
H 2.50 4.85 -4.16
H 2.85 5.32 -1.75
H 1.82 3.89 -0.05
H -0.47 1.59 2.61
H -1.93 3.07 3.94
H -3.21 4.87 2.82
H -3.02 5.18 0.37
H -1.53 3.72 -0.95
H -3.99 -2.51 0.32
H -5.75 -3.42 -1.15
H -5.72 -2.93 -3.57
H -3.95 -1.48 -4.52
H -2.19 -0.54 -3.02
H -3.85 1.00 -0.05
H -5.21 1.81 1.84
H -4.75 1.00 4.13
H -2.90 -0.60 4.53
H -1.52 -1.40 2.63
Cl 2.82 -0.14 -2.14
C 3.82 -1.12 -1.03
C 5.16 -1.23 -1.32
C 5.92 -2.00 -0.45
C 5.31 -2.61 0.64
C 3.95 -2.44 0.85
Cl 3.27 -3.29 2.23
C 3.13 -1.67 0.03
S 1.23 -3.20 -1.71
H 5.60 -0.74 -2.18
H 6.99 -2.12 -0.61
H 5.89 -3.22 1.32
```

Results of the Mulliken charge analysis, in e, for atoms 1 through 8: number 1, Cr, carries -0.58; number 2, C, carries -1.25; number 3, Si, carries 0.77; number 4, C, carries -0.60; number 5, C, carries -1.17; number 6, N, carries 0.07; number 7, P, carries 2.17; number 8, C, carries -1.77

---

Computed, not measured: a molecular structure, C37H41FeIN2OPS, with ωB97M-V/def2-TZVPD.

Output
**⟨S²⟩**: 6.02
**Energy relative to the best compared isomer or geometry (same formula, charge and spin)**: 18.7 kcal/mol
**LUMO (spin up / spin down)**: 2.6 / 2.6 eV
**Multiplicity**: 5
**HOMO level (spin up / spin down)**: -0.1470 / -0.1539 Ha
**Calculated total energy**: -3920.2820 Eh
**Charge**: -1

The geometry in XYZ format:
```
85
C37H41FeIN2OPS ωB97M-V/def2-TZVPD
Fe -0.60 0.12 0.12
I -0.29 1.61 -2.46
C -1.03 3.24 -1.40
C -0.72 4.48 -1.85
C -1.30 5.60 -1.20
C -2.17 5.42 -0.17
C -2.50 4.12 0.29
C -3.45 3.93 1.33
C -3.75 2.67 1.75
C -3.07 1.55 1.20
C -2.13 1.64 0.20
C -1.89 2.97 -0.29
H -0.06 4.62 -2.69
H -1.04 6.60 -1.54
H -2.64 6.27 0.31
H -3.92 4.80 1.77
H -4.48 2.53 2.54
H -3.29 0.58 1.63
O -0.41 0.31 2.28
N 0.75 0.49 2.88
C 0.85 0.10 4.17
C 2.00 0.26 4.89
C 3.11 0.83 4.24
C 2.99 1.22 2.94
C 1.79 1.09 2.20
S 1.57 1.60 0.59
H -0.05 -0.34 4.56
H 2.04 -0.07 5.92
H 4.05 0.96 4.77
H 3.83 1.66 2.40
C -4.86 -1.00 -0.59
C -3.64 -1.88 -0.89
C -3.00 -1.43 -2.21
P -2.30 -1.83 0.40
C -2.98 -2.55 2.00
C -4.29 -3.34 1.91
C -3.08 -1.53 3.14
C -1.28 -3.20 -0.20
C -1.76 -4.50 -0.34
C -0.98 -5.56 -0.75
C -1.52 -6.97 -0.86
C 0.36 -5.27 -1.05
C 0.87 -3.99 -0.93
C 0.07 -2.89 -0.50
N 0.57 -1.62 -0.39
C 1.99 -1.57 -0.31
C 2.62 -1.94 0.89
C 1.82 -2.49 2.04
C 4.00 -1.82 1.01
C 4.80 -1.38 -0.03
C 6.28 -1.20 0.13
C 4.17 -1.10 -1.24
C 2.79 -1.21 -1.40
C 2.21 -0.99 -2.77
H -5.44 -0.87 -1.52
H -4.57 -0.01 -0.25
H -5.53 -1.45 0.14
H -3.94 -2.92 -1.00
H -2.88 -0.34 -2.21
H -3.64 -1.71 -3.05
H -2.02 -1.87 -2.37
H -2.18 -3.25 2.25
H -5.14 -2.66 1.84
H -4.41 -3.93 2.82
H -4.34 -4.02 1.06
H -3.99 -0.93 3.04
H -2.23 -0.85 3.16
H -3.14 -2.05 4.10
H -2.80 -4.71 -0.10
H -2.59 -6.99 -0.62
H -1.01 -7.66 -0.19
H -1.41 -7.37 -1.88
H 1.01 -6.07 -1.39
H 1.91 -3.81 -1.18
H 0.83 -2.03 2.08
H 2.33 -2.32 2.99
H 1.66 -3.56 1.91
H 4.46 -2.07 1.97
H 6.66 -1.81 0.96
H 6.54 -0.16 0.35
H 6.82 -1.48 -0.77
H 4.78 -0.81 -2.10
H 2.32 0.05 -3.09
H 1.15 -1.26 -2.79
H 2.73 -1.61 -3.51
```

Results of the Mulliken charge analysis, in e, for atoms 1 through 8: number 1, Fe, carries 0.23; number 2, I, carries 0.13; number 3, C, carries 0.39; number 4, C, carries -0.77; number 5, C, carries -0.54; number 6, C, carries -0.89; number 7, C, carries 1.05; number 8, C, carries -1.01

---

Computed, not measured: a molecular structure, C37H41GeN6OSV, with ωB97M-V/def2-TZVPD.

Output
**⟨S²⟩**: 0.76
**Energy relative to the best compared isomer or geometry (same formula, charge and spin)**: 0.0 kcal/mol
**LUMO (spin up / spin down)**: -1.8 / -1.8 eV
**Multiplicity**: 2
**HOMO level (spin up / spin down)**: -0.3311 / -0.3117 Ha
**Calculated total energy**: -5257.2774 Eh
**Charge**: +1

The geometry in XYZ format:
```
88
C37H41GeN6OSV ωB97M-V/def2-TZVPD
V -0.37 0.29 0.04
C 0.64 5.34 -4.75
C 0.19 4.57 -3.54
C 0.03 5.17 -2.29
C -0.31 4.41 -1.19
C -0.51 3.02 -1.24
N -0.70 2.23 -0.12
C -0.59 2.75 1.18
C 0.45 3.58 1.62
C 0.56 4.00 2.93
C -0.36 3.59 3.90
C -0.26 4.05 5.33
C -1.36 2.71 3.50
C -1.48 2.31 2.18
N -2.50 1.38 1.85
C -3.79 1.39 2.25
C -4.38 0.25 1.76
C -3.36 -0.40 1.05
N -2.23 0.29 1.12
C -0.54 2.47 -2.54
C -0.12 3.23 -3.63
N -1.06 1.17 -2.82
C -1.57 0.75 -4.00
C -2.01 -0.54 -3.84
C -1.75 -0.83 -2.50
N -1.18 0.20 -1.89
H 1.00 6.33 -4.47
H -0.18 5.48 -5.46
H 1.44 4.83 -5.28
H 0.19 6.23 -2.18
H -0.41 4.92 -0.24
H 1.18 3.91 0.90
H 1.37 4.66 3.21
H 0.59 4.71 5.48
H -0.16 3.21 6.02
H -1.16 4.60 5.63
H -2.06 2.32 4.23
H -4.19 2.20 2.83
H -5.40 -0.06 1.88
H -3.40 -1.33 0.50
H -0.02 2.75 -4.60
H -1.65 1.40 -4.85
H -2.48 -1.16 -4.58
H -1.96 -1.73 -1.95
N 1.64 0.61 3.62
C 1.33 -0.34 2.74
O 0.63 -0.08 1.75
C 1.84 -1.74 2.93
C 0.75 -2.77 2.60
H 1.29 1.56 3.47
H 2.20 0.41 4.42
H 2.20 -1.87 3.95
H 2.70 -1.84 2.26
H -0.14 -2.59 3.21
H 1.11 -3.76 2.91
Ge 0.19 -3.00 0.72
C 1.73 -3.30 -0.44
C 1.58 -3.16 -1.81
C 2.64 -3.40 -2.67
C 3.87 -3.78 -2.16
C 4.04 -3.94 -0.79
C 2.97 -3.70 0.06
C -1.06 -4.49 0.62
C -2.36 -4.31 0.14
C -3.24 -5.38 0.06
C -2.83 -6.64 0.46
C -1.54 -6.84 0.93
C -0.67 -5.76 1.02
H -0.64 -1.83 0.12
H 0.62 -2.86 -2.23
H 2.51 -3.29 -3.74
H 4.70 -3.97 -2.83
H 4.99 -4.26 -0.39
H 3.11 -3.85 1.13
H -2.69 -3.32 -0.17
H -4.24 -5.22 -0.31
H -3.52 -7.48 0.39
H -1.22 -7.82 1.24
H 0.34 -5.94 1.38
C 1.98 0.14 -2.76
S 1.90 0.29 -0.96
C 2.68 1.90 -0.77
H 1.63 1.06 -3.22
H 1.33 -0.69 -3.05
H 3.00 -0.08 -3.07
H 3.70 1.87 -1.16
H 2.71 2.13 0.29
H 2.10 2.67 -1.29
```

Results of the Mulliken charge analysis, in e, for atoms 1 through 8: number 1, V, carries -0.57; number 2, C, carries -1.63; number 3, C, carries 0.00; number 4, C, carries -1.19; number 5, C, carries -0.89; number 6, C, carries 0.27; number 7, N, carries 0.46; number 8, C, carries 0.73

---

Computed, not measured: a molecular structure, C37H41N4O3P2ReS, with ωB97M-V/def2-TZVPD.

Output
**⟨S²⟩**: 0.78
**LUMO (spin up / spin down)**: -9.4 / -10.7 eV
**Multiplicity**: 2
**HOMO level (spin up / spin down)**: -0.6024 / -0.6032 Ha
**Calculated total energy**: -3037.4544 Eh
**Charge**: +3

The geometry in XYZ format:
```
89
C37H41N4O3P2ReS ωB97M-V/def2-TZVPD
Re -0.39 -0.82 0.30
C 1.56 2.28 0.95
N 1.23 2.89 -0.34
C -0.16 2.72 -0.73
P -0.84 1.03 -1.06
C -2.51 1.48 -1.56
C -3.45 1.81 -0.59
C -4.72 2.22 -0.96
C -5.05 2.30 -2.31
C -4.11 1.97 -3.28
C -2.84 1.57 -2.91
C 0.01 0.16 -2.38
C 1.24 0.55 -2.92
C 1.89 -0.27 -3.82
C 1.33 -1.50 -4.18
C 0.12 -1.90 -3.65
C -0.56 -1.07 -2.76
C 2.07 3.72 -1.01
C 3.25 4.26 -0.39
C 4.07 5.11 -1.08
C 3.78 5.46 -2.41
C 2.64 4.94 -3.04
C 1.80 4.10 -2.36
P 1.51 0.42 1.05
C 2.90 -0.17 0.06
C 3.94 0.66 -0.36
C 4.99 0.15 -1.10
C 5.01 -1.20 -1.44
C 3.98 -2.03 -1.02
C 2.93 -1.52 -0.27
C 1.99 0.27 2.78
C 3.27 -0.16 3.13
C 3.64 -0.23 4.46
C 2.75 0.14 5.45
C 1.47 0.58 5.12
C 1.09 0.64 3.79
H 0.84 2.64 1.69
H 2.55 2.58 1.28
H -0.41 3.37 -1.56
H -0.77 3.07 0.11
H -3.20 1.77 0.47
H -5.45 2.49 -0.21
H -6.04 2.62 -2.61
H -4.37 2.03 -4.33
H -2.12 1.32 -3.68
H 1.70 1.49 -2.64
H 2.83 0.04 -4.25
H 1.85 -2.14 -4.88
H -0.33 -2.83 -3.95
H -1.54 -1.36 -2.41
H 3.47 4.05 0.64
H 4.93 5.54 -0.59
H 4.43 6.14 -2.94
H 2.43 5.21 -4.06
H 0.95 3.69 -2.89
H 3.97 1.71 -0.08
H 5.81 0.79 -1.40
H 5.83 -1.60 -2.02
H 4.00 -3.09 -1.26
H 2.18 -2.21 0.10
H 3.98 -0.45 2.36
H 4.64 -0.57 4.72
H 3.04 0.09 6.49
H 0.78 0.87 5.89
H 0.09 0.98 3.54
C -5.30 -3.27 0.09
C -5.25 -2.49 1.39
N -4.06 -1.62 1.45
C -2.89 -1.82 2.00
S -1.71 -0.42 1.92
N -2.46 -2.88 2.65
C -3.11 -4.18 2.90
C -2.05 -5.18 3.33
H -6.22 -3.86 0.06
H -4.46 -3.96 0.00
H -5.30 -2.61 -0.77
H -5.26 -3.12 2.27
H -6.11 -1.82 1.49
H -4.14 -0.76 0.92
H -1.53 -2.78 3.05
H -3.60 -4.51 1.98
H -3.86 -4.05 3.68
H -1.30 -5.32 2.56
H -2.51 -6.14 3.53
H -1.56 -4.85 4.25
O -1.02 -4.53 0.10
N -0.84 -3.36 0.13
O 0.18 -2.80 0.74
O -1.59 -2.48 -0.40
```

Results of the Mulliken charge analysis, in e, for atoms 1 through 8: number 1, Re, carries 1.60; number 2, C, carries -2.10; number 3, N, carries 0.69; number 4, C, carries -1.75; number 5, P, carries 1.68; number 6, C, carries 0.97; number 7, C, carries -0.56; number 8, C, carries -0.90

---

Computed, not measured: a molecular structure, C37H42N4P2Pt at a distorted geometry, with ωB97M-V/def2-TZVPD.

Output
**⟨S²⟩**: 2.01
**Energy relative to the best compared isomer or geometry (same formula, charge and spin)**: 45.4 kcal/mol
**LUMO (spin up / spin down)**: -0.3 / -2.1 eV
**Multiplicity**: 3
**HOMO level (spin up / spin down)**: -0.2424 / -0.2950 Ha
**Calculated total energy**: -2455.8257 Eh

The geometry in XYZ format:
```
86
C37H42N4P2Pt ωB97M-V/def2-TZVPD
Pt -1.73 2.54 -1.28
C -0.04 2.23 3.42
C 0.52 2.13 2.21
C 1.12 0.95 1.52
C 0.23 -0.13 0.93
C -1.18 -0.49 1.22
C -1.74 -0.39 2.44
C -0.91 -0.25 3.67
C -0.69 1.15 4.22
C -3.43 1.59 -0.78
H 0.06 3.18 3.97
H 0.36 2.98 1.51
H 1.85 0.46 2.19
H 1.75 1.37 0.69
H 0.29 0.00 -0.16
H 0.77 -1.05 1.19
H -1.83 -0.65 0.34
H -2.78 -0.67 2.55
H 0.03 -0.81 3.63
H -1.53 -0.79 4.41
H -1.69 1.51 4.47
H -0.14 1.04 5.18
H -3.75 2.27 0.01
H -3.33 0.54 -0.49
H -4.08 1.73 -1.69
P -0.90 -2.11 -1.52
P 2.54 -0.18 -1.44
N -1.35 -3.61 -0.51
N -1.14 -2.99 -3.00
N 3.49 -1.21 -0.39
N 3.87 0.15 -2.55
C 0.91 -2.48 -1.44
C 1.86 -1.65 -2.31
C -2.58 -3.91 0.07
C -2.54 -5.20 0.61
C -1.24 -5.73 0.34
C -0.54 -4.75 -0.36
C -2.05 -2.55 -3.95
C -2.23 -3.55 -4.88
C -1.37 -4.64 -4.54
C -0.73 -4.30 -3.35
C 4.00 -0.72 0.84
C 4.77 -1.75 1.41
C 4.86 -2.78 0.43
C 3.97 -2.52 -0.58
C 5.18 -0.34 -2.62
C 5.73 0.02 -3.84
C 4.74 0.80 -4.54
C 3.61 0.86 -3.74
H 1.14 -3.53 -1.69
H 1.14 -2.38 -0.35
H 2.70 -2.32 -2.60
H 1.44 -1.29 -3.27
H -3.35 -3.16 0.10
H -3.33 -5.71 1.12
H -0.83 -6.69 0.60
H 0.47 -4.83 -0.72
H -2.38 -1.54 -3.87
H -2.93 -3.51 -5.69
H -1.20 -5.56 -5.10
H 0.01 -4.87 -2.78
H 3.78 0.30 1.15
H 5.12 -1.78 2.43
H 5.52 -3.64 0.42
H 3.62 -3.21 -1.33
H 5.60 -0.91 -1.80
H 6.72 -0.24 -4.18
H 4.86 1.25 -5.52
H 2.65 1.34 -3.89
C -3.51 5.15 4.14
C -3.56 3.80 3.79
C -3.04 3.32 2.59
C -2.45 4.18 1.63
C -1.83 3.89 0.32
C -1.19 4.88 -0.37
C -1.30 6.25 -0.01
C -1.95 6.59 1.15
C -2.44 5.59 2.01
C -2.93 6.03 3.26
H -3.89 5.52 5.09
H -4.04 3.12 4.49
H -3.10 2.25 2.40
H -0.62 4.63 -1.28
H -0.93 7.03 -0.66
H -2.10 7.64 1.45
H -2.87 7.10 3.45
```

Results of the Mulliken charge analysis, in e, for atoms 1 through 8: number 1, Pt, carries 0.65; number 2, C, carries -0.92; number 3, C, carries -0.50; number 4, C, carries -0.13; number 5, C, carries 0.14; number 6, C, carries 0.59; number 7, C, carries -1.12; number 8, C, carries -1.04